Entry from OMol25: one molecule with the formula C3H4ClOP (ωB97M-V with the def2-TZVPD basis set).

```
! RIJCOSX wB97M-V def2-TZVPD def2/J DEFGRID3
* xyz 0 1
C -0.22 -0.26 -1.21
C 0.26 -1.04 -0.03
C -0.64 0.08 0.22
O -1.16 -0.78 -2.07
P -2.29 -1.76 -1.46
Cl -3.06 -2.38 -3.16
H 0.43 0.40 -1.78
H 1.29 -1.05 0.29
H -1.70 -0.15 0.36
H -0.32 0.99 0.72
*
```

The energy above the lowest of the compared OMol25 structures with the same formula, charge and spin comes out at 2.192 eV. Its frontier orbital gap (spin up / spin down) is 0.2495 / 0.3199 Ha. As for the HOMO energy (spin up / spin down): -7.56 / -9.16 eV. Its LUMO energy (spin up / spin down) is -0.8 / -0.5 eV. The value obtained for the total energy is -993.3775 a.u. The calculation puts the largest force on an atom at 1.53 eV/Å.

Entry from OMol25: a 2-piece molecular cluster, C3H4ClOPS overall (ωB97M-V with the def2-TZVPD basis set).

```
! RIJCOSX wB97M-V def2-TZVPD def2/J DEFGRID3
* xyz 0 1
O 0.75 -0.56 -3.83
P -0.50 -0.98 -3.27
S -2.32 -0.40 -3.52
Cl -0.11 -2.82 -2.43
C 0.47 -0.03 -0.35
C -0.20 -0.87 0.13
C -1.10 -1.82 0.72
H 1.02 0.70 -0.71
H -0.90 -2.86 0.49
H -2.13 -1.74 0.46
H -0.77 -1.67 1.78
*
```

The energy above the lowest of the compared OMol25 structures with the same formula, charge and spin comes out at 1.700 eV. Its frontier orbital gap is 0.3449 Ha. As for the HOMO energy: -10.38 eV. Its LUMO energy is -1.0 eV. The value obtained for the total energy is -1391.6445 a.u. The calculation puts the largest force on an atom at 3.90 eV/Å.

Entry from OMol25: C3H4CsLiO3 as an isolated structure (ωB97M-V with the def2-TZVPD basis set).

```
! RIJCOSX wB97M-V def2-TZVPD def2/J DEFGRID3
* xyz 0 1
O -3.35 -0.69 -0.23
C -2.13 -0.58 -0.46
C 0.51 -2.53 0.19
O -1.45 0.44 -0.21
O -1.52 -1.75 -0.82
C -0.16 -1.93 -0.80
H 1.60 -2.58 0.11
H 0.05 -2.89 1.10
H 0.31 -1.50 -1.69
Cs 1.45 1.46 0.38
Li -3.32 1.33 0.16
H -4.23 2.75 0.67
*
```

The energy above the lowest of the compared OMol25 structures with the same formula, charge and spin comes out at 0.000 eV. Its frontier orbital gap is 0.1616 Ha. As for the HOMO energy: -5.77 eV. Its LUMO energy is -1.4 eV. The value obtained for the total energy is -370.0770 a.u. The calculation puts the largest force on an atom at 2.39 eV/Å.

Entry from OMol25: C3H4CsO4 as an isolated structure (ωB97M-V with the def2-TZVPD basis set).

```
! RIJCOSX wB97M-V def2-TZVPD def2/J DEFGRID3
* xyz 1 1
O -0.84 -0.51 -1.44
C -0.18 -1.42 -0.72
C -0.24 0.75 -1.21
O -0.69 -2.10 0.15
O 1.07 -0.97 -0.63
C 1.05 0.45 -0.65
Cs -1.35 -2.16 4.18
H -0.31 1.38 -2.10
H 1.97 0.88 -1.03
H -0.66 1.12 0.40
O 0.34 0.94 1.31
H -0.17 1.63 1.75
*
```

The energy above the lowest of the compared OMol25 structures with the same formula, charge and spin comes out at 4.769 eV. Its frontier orbital gap is 0.3019 Ha. As for the HOMO energy: -11.91 eV. Its LUMO energy is -3.7 eV. The value obtained for the total energy is -437.4241 a.u. The calculation puts the largest force on an atom at 5.86 eV/Å.